# 1
# C3H4O3S

An isolated molecule of C3H4O3S (ωB97M-V/def2-TZVPD, OMol25).

The geometry in XYZ format:
```
11
Properties=species:S:1:pos:R:3:forces:R:3
H 2.169589 1.343515 1.795858 -1.674 0.983 -4.559
H -2.023123 -0.480724 1.142539 1.593 -2.014 -2.248
H -1.430231 -2.176396 -1.248307 -3.144 3.657 0.369
S 0.678665 -0.291807 -1.522493 -1.011 0.492 0.985
H -0.641947 -2.044806 0.786698 -2.622 2.704 -1.351
O -2.082475 -1.316709 -0.940573 3.682 -4.683 1.143
C -1.355872 -1.075366 0.293229 1.384 2.155 1.320
O 0.010263 1.043393 2.077498 -1.110 -0.498 0.955
C 0.488668 0.885366 1.006496 0.740 0.004 -1.941
C -0.180196 -0.032732 -0.155064 1.653 -0.936 1.098
O 1.741146 1.443782 0.739967 0.507 -1.865 4.227
```
Positions in Å, forces in eV/Å.

## Properties
Relative energy (zero: lowest compared OMol25 entry of this formula, charge and spin) (kJ/mol): 430.6
Molar mass (g mol⁻¹): 120.13
Calculated total energy (Ha): -740.49560
HOMO (eV): -9.20
Multiplicity: 1
Maximum force (eV/A): 6.1
Charge: 0
SMILES: O=C(O)C(=S)CO

Atomic partial charges in e from the Löwdin method, atoms 1 to 8: number 1, H, carries 0.241; number 2, H, carries 0.159; number 3, H, carries 0.174; number 4, S, carries 0.800; number 5, H, carries 0.188; number 6, O, carries -0.191; number 7, C, carries -0.296; number 8, O, carries 0.104



# 2
# C51H105NO12

A cluster of 13 separate species, C51H105NO12 in total (ωB97M-V/def2-TZVPD, OMol25).

The geometry in XYZ format:
```
169
Properties=species:S:1:pos:R:3:forces:R:3
H 3.374079 0.404926 2.184522 -0.773 -0.423 0.421
H -4.291858 3.973510 2.483698 0.409 0.058 0.256
H -4.013718 -0.880055 3.190195 -0.074 0.487 0.248
H 1.973732 2.613475 -3.933865 0.094 0.908 0.502
H 3.867218 -5.633108 2.203019 0.123 -0.031 0.070
H 2.294308 4.300393 1.900023 0.744 0.692 -0.438
C 1.831167 -5.147470 1.739118 -0.296 0.845 0.392
H 1.428932 -2.849336 -1.331951 -0.254 0.536 -0.363
H -2.033611 -0.227205 7.360549 -0.167 -0.023 0.171
H 1.676172 -2.949650 -5.370099 -0.308 -0.089 -0.139
C -3.485697 2.251471 3.371134 -1.260 -0.757 1.066
H 3.118666 -1.069332 -0.045376 -0.303 0.120 0.295
O 4.847425 5.954180 1.303857 0.405 1.180 1.278
H -3.564581 -1.181477 1.519321 0.149 0.028 0.007
H -2.455628 3.890215 -2.852066 -0.038 0.370 0.106
C 0.676377 1.823508 -0.085849 -0.469 0.271 0.076
N 1.071470 -4.618700 -3.269810 -1.111 -0.178 -0.700
C 2.824270 4.780272 1.031743 0.134 -1.457 0.779
H -3.424972 1.171183 -0.985930 0.106 0.104 -0.748
C 4.634661 3.748767 -3.247922 0.755 -1.223 0.099
H 3.186126 6.683547 2.190487 -0.146 -0.253 -0.028
C 2.300864 3.128236 -2.983061 -0.241 0.955 -0.958
H -4.168471 -0.941100 -0.877302 0.047 -0.080 0.650
H -0.470948 4.907550 -6.040662 0.377 -0.469 -0.154
H 4.313595 3.257652 1.408647 0.399 -0.816 0.905
C -3.733787 0.847776 -2.011467 0.616 -0.199 0.910
H 3.622490 0.560854 -0.564850 -0.478 0.251 0.110
C 5.163856 4.958705 0.399130 -0.741 -0.450 -0.591
H 1.039890 -3.535483 4.402767 -0.165 -0.116 -0.592
H -0.951283 -3.801128 -0.952807 -0.289 -0.174 -0.502
C 3.861828 -0.281981 0.072791 0.214 0.524 0.307
H 0.310146 5.700507 3.211559 0.153 0.246 -0.273
O -3.879572 -2.710981 6.276840 -0.117 -0.677 -0.574
H 3.137528 5.035013 -2.347741 0.010 -0.034 0.027
H -1.077809 2.892732 -2.392283 -0.006 -0.416 0.116
H 3.747595 -3.970221 1.695107 -0.491 -0.058 -0.153
C -1.255298 6.269520 1.883456 -0.820 -0.812 0.060
C 3.443373 6.164049 1.265840 0.244 -0.337 0.268
H -0.673042 -6.595355 -3.051915 0.328 0.216 -0.503
O 3.085716 2.205993 -2.300228 0.702 -0.509 1.267
C -4.086694 -0.653920 -1.905534 -2.762 0.718 -0.057
H 2.927574 -2.160115 -1.927932 0.378 -0.016 0.154
H -0.466277 7.227124 3.659291 -0.222 -0.159 -0.183
H 1.622927 -6.149479 2.098815 -0.181 -0.382 -0.093
H -2.314558 -3.059624 -0.042598 -0.078 0.241 -0.009
H -6.867588 -2.806806 0.845043 -0.367 -0.199 0.247
H -2.149425 -7.315166 -0.147203 0.345 0.075 0.318
H 1.751656 -5.881171 -4.883709 -0.370 -0.051 0.485
H -2.088279 2.696809 1.775643 -0.031 -0.095 0.585
C 4.405462 2.269394 -2.849414 -1.103 0.301 -1.133
H 4.830588 0.966008 1.504491 0.216 0.034 0.044
C -1.410190 3.671363 -3.054826 1.591 1.131 0.044
H -1.522441 -6.539169 1.382920 -0.231 -0.229 -0.348
H -6.036596 0.321578 2.398633 -0.438 -0.293 0.001
H 5.143931 1.887922 -2.170377 0.093 -0.258 0.577
H -3.295275 -2.305851 -3.104302 -0.122 0.002 0.062
H 1.568084 -1.842136 -2.891592 -0.731 0.185 0.104
H -2.015585 2.918090 -5.017090 -0.019 -0.105 0.102
O -6.177038 -0.896300 0.650986 0.739 0.390 0.822
H -2.268225 -1.632827 -1.826890 0.294 -0.080 -0.418
C -0.947201 4.823175 -5.069684 -0.515 0.610 -0.439
H -3.522186 -2.063703 8.158961 0.364 0.206 0.129
C -3.003301 -1.386696 -2.598935 0.904 -0.035 -0.571
H -4.399081 -3.241706 2.128434 0.039 -0.435 -0.062
H -1.352317 -0.040155 0.340709 -0.626 0.039 -0.360
H -0.890736 -3.849071 0.709479 0.109 0.153 0.775
H -4.710123 -1.155098 7.276751 -0.378 0.245 -0.071
H 1.592402 -5.086664 0.665887 0.429 0.048 0.287
C -0.036615 -6.738812 -3.947623 -0.269 -0.577 0.034
C 3.243568 4.364687 -3.202280 -0.266 -0.935 0.500
H -4.638788 3.784649 4.196766 0.076 0.018 -0.137
O 0.934063 -4.239791 2.423888 -0.584 -0.258 -0.458
H -3.266018 -2.669018 4.338646 -0.311 0.403 -0.739
H -0.541010 -6.471425 -0.038561 0.201 0.086 -0.443
O -3.556981 -5.201380 -0.070718 -1.578 -0.230 -0.183
H 1.087862 0.154698 -1.420469 1.011 -0.068 0.261
C -1.613509 -3.880198 -0.090426 0.399 -0.474 -0.063
H 0.015046 -2.769180 -6.066462 0.361 -0.252 0.494
H 2.927201 -4.448657 -2.314369 -0.181 -0.315 -0.389
H -2.807700 -0.335944 -4.548327 -1.093 0.020 -0.966
H -1.799309 5.104166 0.131155 -0.050 -0.115 0.136
C -2.680204 -0.690175 6.617815 0.134 -0.316 -0.603
H -3.122070 0.095331 6.006911 -0.233 0.051 0.133
H 2.087719 4.716481 0.256442 -0.392 0.521 -0.664
C 1.277897 -5.953448 -3.869960 0.379 0.254 -0.234
H 1.251308 -0.863679 1.445806 -0.147 0.783 -0.092
C 1.612817 -3.562328 3.456034 0.104 -0.085 1.008
O -2.411309 6.513528 2.164228 0.377 0.169 -0.109
H -0.318282 0.858340 -1.846403 -0.952 0.425 0.235
C 2.266294 -3.873410 -2.978575 1.206 -0.064 -0.512
C -5.412936 -0.113329 1.617189 0.194 -0.104 0.005
C 0.253345 0.650621 -0.953504 0.336 -0.250 -0.069
H -5.816137 -2.654315 2.989758 0.022 0.297 0.358
H -0.373311 6.555609 -3.927489 0.416 -0.745 0.093
H 2.768580 -5.219230 4.252979 -0.109 0.016 0.479
H 6.193816 4.608932 0.524555 -0.239 0.079 0.229
C 0.692475 -3.419009 -5.475809 -1.146 -0.344 0.463
H 1.788362 -2.526707 3.161439 0.151 0.173 -0.080
C -3.749508 -1.637293 7.178332 0.370 0.146 0.288
H 5.930175 -0.044628 -0.542429 -0.288 -0.030 0.076
C 4.057376 3.913012 0.623998 0.117 0.989 -1.059
C -2.383355 1.910945 2.493228 1.403 -0.260 -1.600
H 5.151990 -1.392030 -1.321356 -0.089 -0.422 0.469
H -0.312837 -1.339067 -0.255403 -0.066 -0.065 0.042
H -1.427962 -1.100034 4.825249 -0.283 -0.068 0.161
H 1.490858 2.425461 -0.495713 0.131 -0.337 0.183
C -0.122755 6.628357 2.811515 -0.224 0.152 0.449
O -0.503627 4.843779 -2.731162 -0.891 -0.843 -1.160
C -1.572744 -6.485881 0.280529 -0.847 0.769 0.274
O -2.616258 0.917238 -2.899142 0.218 -0.094 -0.313
H -2.306857 -3.707940 5.304370 -0.118 -0.181 0.381
C -3.838407 3.691650 3.452379 -2.117 0.254 0.453
H -5.362418 -2.713893 0.005636 0.232 0.187 0.056
H 3.666335 -3.696257 4.063553 0.861 0.462 0.620
H -0.814864 -4.464948 -4.164316 0.648 0.289 -0.490
H -0.270830 -2.998314 -3.532287 0.280 0.510 0.290
H 2.868766 -3.594489 -3.888599 -0.259 -0.520 0.490
H 4.276710 -1.880971 2.281199 -0.138 -0.612 0.074
H 0.952165 5.374727 -4.173209 0.000 -0.179 0.209
O 5.636186 -1.628735 0.729808 -0.187 -0.236 0.155
H -1.029346 -2.029977 6.250642 0.116 -0.114 0.072
H 4.393249 1.646665 -3.752142 0.219 -0.093 0.005
C -4.408384 -1.094671 2.212108 -0.132 -0.611 -0.357
C -1.865256 -1.612974 5.693393 0.166 -0.119 -0.112
H -1.570033 1.677515 3.171488 0.568 0.025 -0.084
H -5.113031 -0.866196 -2.286354 0.726 0.197 -0.125
C 3.216306 -4.760812 2.241780 0.683 -0.308 -0.632
H 0.760862 -4.363869 -6.002756 0.441 0.077 -0.572
H -1.356994 -0.522692 -3.698338 0.017 0.321 0.199
C -0.118740 5.466644 -3.990010 -0.796 1.162 0.882
H 2.972986 4.913182 -4.071731 -0.053 0.447 -0.802
H -0.264864 2.890876 -4.761734 0.154 -0.590 0.383
C -0.338525 -0.303322 0.075953 -0.512 -0.131 -0.148
H 5.160837 3.725987 -4.206012 -0.394 0.420 -0.111
H 5.751297 -1.041244 2.697955 -0.040 0.258 -0.094
C -5.911204 -2.307292 0.862530 0.003 0.242 -0.298
O -4.078059 1.368608 3.990500 0.494 1.273 -0.405
C 4.988308 -1.148352 1.922956 0.033 -0.089 0.410
C -2.431667 -0.338728 -3.558197 1.355 -0.286 1.376
C 0.477030 -0.064698 1.325977 1.481 -0.181 -0.906
H -0.251429 4.626018 0.963310 -0.048 0.104 -0.335
C -2.368703 -5.187517 -0.013436 2.018 -0.178 0.214
C -1.181466 3.418369 -4.530771 -0.147 0.405 -0.541
C 4.183565 0.089352 1.565331 1.079 0.074 -2.119
H 3.947146 3.352600 -0.299664 -0.481 -0.284 0.044
H -0.374554 6.120396 -0.034832 0.201 -0.357 -0.055
H 5.355552 4.128534 -2.536948 -0.094 0.669 0.209
C 0.099827 -3.839270 -4.099304 0.102 -0.347 0.244
H -0.159347 2.532343 0.112199 0.133 -0.438 -0.237
H -4.928504 0.777772 1.156684 -0.241 -0.732 -0.264
H -0.100780 -0.065228 2.216855 -0.671 0.012 0.845
H 0.109988 -7.816441 -4.016374 0.518 -0.105 0.218
H -0.612754 -6.571420 -4.863879 -0.021 0.557 0.258
C -0.906055 5.445219 0.645547 0.183 0.884 0.521
C 1.990456 -2.598027 -2.245590 0.194 0.078 0.599
H -4.485096 1.575028 -2.345845 -0.231 -0.600 -0.037
C 5.184228 -0.846850 -0.368748 0.697 0.596 -0.073
O 1.068631 1.239175 1.158997 0.325 -0.185 0.262
C 2.911932 -4.321543 3.664260 -0.564 -0.259 -0.977
H 2.026196 -6.498889 -3.279647 -0.284 0.184 0.176
H 3.211949 6.820020 0.440859 -0.193 0.377 -0.502
H -1.863812 5.397997 -5.231723 -0.241 -0.229 0.420
H 0.619627 7.224648 2.298463 0.449 -0.145 -0.234
H 5.067234 5.393914 -0.607950 0.110 -0.259 -0.214
H -2.561240 1.020966 1.892712 -0.209 -0.224 0.233
C -5.133022 -2.450909 2.173225 -0.132 0.541 -0.896
H -3.098533 4.423995 3.726027 0.742 -0.070 -0.253
H 1.420450 3.480813 -2.402965 0.445 -0.719 -0.287
C -2.831296 -2.750666 5.311805 0.468 0.429 0.705
```
Positions in Å, forces in eV/Å.

## Properties
Molar mass (g mol⁻¹): 924.40
Calculated total energy (Ha): -2963.63124
HOMO (eV): -8.70
Multiplicity: 1
Maximum force (eV/A): 2.9
Charge: 0

Atomic partial charges in e from the Löwdin method, atoms 1 to 8: number 1, H, carries 0.094; number 2, H, carries 0.108; number 3, H, carries 0.081; number 4, H, carries 0.136; number 5, H, carries 0.113; number 6, H, carries 0.120; number 7, C, carries -0.174; number 8, H, carries 0.081